Entry 1:
DFT (the ωB97M-V functional and the def2-TZVPD basis) results for a molecular structure, C33H40F10N7OSSiTi in a non-equilibrium geometry.

Structure (ORCA input):
```
! wB97M-V def2-TZVPD RIJCOSX def2/J DEFGRID3
* xyz 0 2
Ti 0.00767 1.23587 -0.43631
C 0.47356 2.10771 -3.39974
N 0.19121 2.75792 -2.07097
C -1.13263 3.46260 -2.01345
C -2.03856 3.15548 -0.74104
N -1.94117 1.77594 -0.17411
C -3.07877 0.97461 -0.25864
C -3.82550 0.84059 -1.44374
F -3.32356 1.25215 -2.56214
C -5.07930 0.36111 -1.53805
F -5.57539 0.20926 -2.80758
C -5.66276 -0.25796 -0.46952
F -6.80655 -0.88653 -0.49626
C -4.91936 -0.30309 0.73333
F -5.44704 -0.92668 1.78893
C -3.74298 0.37423 0.78385
F -3.17912 0.42767 2.02470
C 1.32528 3.65282 -1.62129
C 1.08019 4.04062 -0.11715
N 0.79099 2.83062 0.63727
C 1.32891 2.84725 1.87916
C 2.72814 2.69815 2.15078
F 3.68127 2.48341 1.20494
C 3.21250 2.81958 3.45003
F 4.50735 2.73198 3.71949
C 2.34335 2.95250 4.52388
F 2.87038 3.02385 5.72261
C 0.99058 3.00255 4.29750
F 0.09438 3.01814 5.29095
C 0.52540 2.96023 3.00927
F -0.77109 3.06494 2.86249
H 1.18078 1.28763 -3.35671
H 0.79881 2.84619 -4.11660
H -0.39805 1.59235 -3.79588
H -1.69405 3.17081 -2.92141
H -0.95976 4.55179 -2.10006
H -3.01903 3.24169 -1.17278
H -1.90883 3.92695 0.07775
H 1.38700 4.59330 -2.20146
H 2.22883 3.08731 -1.61788
H 0.31272 4.81378 -0.10238
H 1.97276 4.61385 0.16258
C -2.90382 -2.66677 -0.89396
Si -1.10052 -2.34477 -1.46552
C 0.19615 -3.08720 -0.33218
C -0.87607 -3.25821 -3.09448
C -0.71397 -0.57386 -1.73421
H -3.67672 -2.49398 -1.70124
H -3.20971 -2.12778 0.00841
H -2.99170 -3.67917 -0.61182
H 0.05163 -4.13666 0.05750
H 0.19832 -2.35575 0.50027
H 1.11874 -3.02126 -0.88442
H -1.55884 -4.12194 -3.14984
H 0.11484 -3.75479 -3.13553
H -1.01472 -2.73373 -4.02987
H -1.41527 -0.07561 -2.40971
H 0.17092 -0.70386 -2.40005
C -2.31987 -2.70793 3.93916
C -0.96221 -2.84238 4.62601
C -0.10576 -3.90072 3.85764
C -0.27621 -1.47317 4.84900
N 0.20000 -0.86355 3.54397
C -0.48405 -0.11555 2.67145
N 0.21005 0.01728 1.57708
N 1.35010 -0.64305 1.85532
N 1.37840 -1.17096 2.98417
H -2.63704 -3.73192 3.79304
H -2.26117 -2.10888 3.02460
H -2.94961 -2.17323 4.65708
H -1.12672 -3.20872 5.63472
H -0.03530 -3.70514 2.79562
H -0.58043 -4.93550 3.79632
H 0.91155 -3.95561 4.27586
H 0.56257 -1.63312 5.48314
H -1.00602 -0.75463 5.27846
H -1.45319 0.32497 2.85272
C 4.43756 -0.22415 -0.33751
S 2.75011 -0.61713 -0.86940
O 2.08445 0.71623 -0.85020
C 3.03691 -0.96996 -2.63709
C 3.78140 -0.13513 -3.42983
C 3.98268 -0.44432 -4.75384
C 3.45760 -1.56040 -5.32372
C 2.66470 -2.48027 -4.59929
C 2.40695 -2.12505 -3.28364
H 4.61945 0.75060 -0.69873
H 5.08229 -1.03029 -0.78086
H 4.40050 -0.36102 0.73860
H 4.32632 0.71777 -3.00675
H 4.68693 0.18326 -5.29089
H 3.78227 -1.85940 -6.28239
H 2.35116 -3.41652 -4.93874
H 1.81585 -2.84021 -2.65881
*
```

Gap between HOMO and LUMO (alpha / beta): 0.27468 / 0.28222 Ha
HOMO (alpha / beta): -0.265 / -0.274 Ha
Strongest force on any atom: 3.43 eV/A
Relative energy (zero: lowest compared OMol25 entry of this formula, charge and spin): 0.0 kcal per mole

***

Entry 2:
DFT (the ωB97M-V functional and the def2-TZVPD basis) results for a molecular structure, C29H33IN5OPb.

Structure (ORCA input):
```
! wB97M-V def2-TZVPD RIJCOSX def2/J DEFGRID3
* xyz 1 1
Pb 2.03047 -2.82700 -1.96213
I 4.98144 -3.32353 -1.54695
C 4.76621 -2.85327 0.53003
C 5.92678 -2.70568 1.22957
C 5.86310 -2.44816 2.61104
C 4.64798 -2.41013 3.22923
C 3.44855 -2.61139 2.50769
C 2.21047 -2.64783 3.18968
C 1.05275 -2.86583 2.50884
C 1.07976 -2.99567 1.10708
C 2.23905 -2.92744 0.37237
C 3.46901 -2.79282 1.08891
H 6.88716 -2.79780 0.74182
H 6.78072 -2.30164 3.16414
H 4.57985 -2.22778 4.29471
H 2.21049 -2.52052 4.26542
H 0.10505 -2.90385 3.02900
H 0.13304 -3.14519 0.60416
C -8.17462 3.54502 0.99047
C -6.91022 2.77496 1.25774
C -6.54828 2.37870 2.53980
C -5.37524 1.67998 2.77124
C -4.52049 1.36573 1.72094
N -3.31231 0.69009 2.02810
C -2.49339 -0.09010 1.25632
O -1.33194 -0.29470 1.55530
N -3.11486 -0.68363 0.16895
C -2.51617 -1.49955 -0.78561
C -3.31791 -2.27982 -1.61799
C -2.72969 -3.06771 -2.58852
C -1.35148 -3.07462 -2.70250
N -0.57285 -2.33823 -1.91243
C -1.13388 -1.55664 -0.98812
C -4.85821 1.78283 0.43359
C -6.04522 2.46266 0.21364
H -8.75137 3.69019 1.90193
H -8.79998 3.02128 0.26634
H -7.94033 4.52590 0.57424
H -7.19664 2.61713 3.37371
H -5.11713 1.37487 3.77876
H -2.90652 0.90731 2.92394
H -4.12174 -0.64887 0.15264
H -4.39606 -2.25654 -1.50938
H -3.33036 -3.67920 -3.24638
H -0.85202 -3.68026 -3.45022
H -0.47173 -0.96179 -0.37678
H -4.18069 1.61912 -0.39239
H -6.29646 2.77441 -0.79345
C 1.63651 2.07063 0.18404
C 1.43977 2.19500 -1.32650
N 2.61155 1.80100 -2.10971
C 3.52716 2.86499 -2.54176
C 4.81657 2.94124 -1.72852
C 2.84573 0.49992 -2.33905
C 4.01671 0.08587 -3.18169
N 2.08401 -0.44490 -1.86251
H 0.75151 2.44378 0.69972
H 2.49338 2.65965 0.50974
H 1.79736 1.03706 0.49291
H 1.21371 3.22895 -1.57576
H 0.58334 1.59871 -1.65304
H 2.99359 3.80678 -2.43982
H 3.75427 2.75389 -3.60130
H 4.61215 3.21487 -0.69371
H 5.47249 3.70011 -2.15582
H 5.35064 1.99219 -1.73396
H 4.37963 0.86694 -3.84048
H 3.73153 -0.76965 -3.79026
H 4.83127 -0.22309 -2.52828
H 1.31302 -0.11699 -1.29279
*
```

Gap between HOMO and LUMO: 0.30933 Ha
HOMO: -0.384 Ha
Strongest force on any atom: 0.88 eV/A
Relative energy (zero: lowest compared OMol25 entry of this formula, charge and spin): 3.5 kcal per mole

***

Entry 3:
DFT (the ωB97M-V functional and the def2-TZVPD basis) results for a molecular structure, C55H48IKN2P2SSb in a non-equilibrium geometry.

Structure (ORCA input):
```
! wB97M-V def2-TZVPD RIJCOSX def2/J DEFGRID3
* xyz 1 1
K 0.74832 -0.68661 -0.68091
C -3.38166 0.12126 -2.04261
N -4.10433 -0.87948 -1.27341
C -3.54741 -2.16255 -1.35299
P -1.90100 -2.64731 -0.45520
C -2.34741 -4.13551 0.40943
C -3.10822 -5.15269 -0.32467
C -3.23441 -6.44124 0.19500
C -2.56249 -6.81316 1.34849
C -1.89512 -5.86217 2.05535
C -1.80364 -4.51811 1.59389
C -0.83070 -3.27303 -1.85708
C -0.16196 -4.49231 -1.96487
C 0.67875 -4.78771 -3.04463
C 0.79081 -3.91128 -4.11740
C 0.17480 -2.62819 -4.08948
C -0.66118 -2.35075 -2.96523
C -5.03927 -0.47237 -0.31985
C -5.03851 -1.12553 0.89003
C -5.79660 -0.65741 1.93948
C -6.56614 0.49233 1.73317
C -6.54878 1.18460 0.51710
C -5.77942 0.68771 -0.55715
P -2.00242 0.87569 -1.09500
C -2.85987 2.09728 0.04521
C -3.04212 1.77248 1.40121
C -3.89016 2.50379 2.19225
C -4.45581 3.72318 1.74123
C -4.13176 4.12763 0.45768
C -3.34362 3.33334 -0.38994
C -1.11764 1.82192 -2.37551
C -1.35278 1.69500 -3.76760
C -0.64481 2.42788 -4.69818
C 0.39277 3.25138 -4.22780
C 0.64876 3.36053 -2.85248
C -0.13280 2.71274 -1.91326
H -4.03479 0.84979 -2.41815
H -3.05594 -0.34449 -2.94465
H -3.46790 -2.39725 -2.41643
H -4.20293 -2.84057 -0.85469
H -3.41764 -4.91865 -1.34008
H -3.86831 -7.09759 -0.37195
H -2.45146 -7.89470 1.60231
H -1.38290 -6.07676 3.01948
H -1.36777 -3.82521 2.20520
H -0.21255 -5.24966 -1.20022
H 1.24615 -5.73469 -3.01415
H 1.33615 -4.31315 -5.02100
H 0.32332 -1.91553 -4.90105
H -1.15894 -1.37912 -3.03249
H -4.30053 -1.85756 1.12863
H -5.72984 -1.06328 2.94622
H -7.30117 0.83083 2.48847
H -7.15523 2.03439 0.38310
H -5.99660 1.13930 -1.53969
H -2.71524 0.81241 1.76707
H -4.14429 2.06365 3.15340
H -5.03672 4.34144 2.45248
H -4.54771 5.04840 0.09203
H -3.10465 3.68788 -1.39146
H -2.10618 0.92782 -4.09245
H -0.96769 2.33590 -5.76665
H 1.02471 3.81494 -4.95256
H 1.50222 3.92949 -2.56443
H -0.10369 2.91899 -0.81664
I 2.56230 0.58293 -3.80615
C 3.58056 -1.25141 -3.30834
C 4.41255 -1.85257 -4.23092
C 5.00662 -3.03027 -3.90826
C 4.77890 -3.57445 -2.64002
C 3.87840 -2.88624 -1.84118
N 3.31907 -1.73010 -2.05933
H 4.45218 -1.45057 -5.26182
H 5.65994 -3.50398 -4.58452
H 5.11093 -4.47607 -2.21247
H 3.62770 -3.27941 -0.87124
S 1.36590 -0.86720 2.33657
Sb 2.59428 1.06319 2.54048
C 3.58645 1.19892 4.39113
C 3.88898 2.31632 5.12905
C 4.54219 2.19319 6.40376
C 4.73387 0.88100 7.00028
C 4.43339 -0.19954 6.20143
C 3.87537 -0.05088 4.94236
C 4.11657 1.41104 1.05528
C 4.95387 2.51694 1.01945
C 5.87147 2.64385 -0.04564
C 6.02104 1.65095 -0.93940
C 5.23524 0.50357 -0.88510
C 4.29468 0.40791 0.13258
C 1.59082 2.89562 2.31223
C 0.53078 3.19581 3.12083
C -0.18170 4.39621 3.01431
C 0.29629 5.32158 2.11445
C 1.41728 5.02088 1.33489
C 2.05534 3.81603 1.37812
H 3.78995 3.31478 4.73726
H 4.81174 3.10490 6.91357
H 5.10582 0.75975 8.02071
H 4.57804 -1.22834 6.49517
H 3.68388 -1.00936 4.39753
H 4.76222 3.36958 1.67814
H 6.43301 3.54321 -0.09420
H 6.82108 1.72116 -1.70286
H 5.40504 -0.35060 -1.54728
H 3.64746 -0.44980 0.20957
H 0.16547 2.34857 3.67833
H -1.10431 4.45396 3.53027
H -0.19948 6.19683 1.82468
H 1.80384 5.72919 0.56479
H 2.93096 3.61459 0.70748
*
```

Gap between HOMO and LUMO: 0.27942 Ha
HOMO: -0.344 Ha
Strongest force on any atom: 3.86 eV/A
Relative energy (zero: lowest compared OMol25 entry of this formula, charge and spin): 58.1 kcal per mole

***

Entry 4:
DFT (the ωB97M-V functional and the def2-TZVPD basis) results for 2 unconnected molecules or ions with the total composition C3H6N2O in a non-equilibrium geometry.

Structure (ORCA input):
```
! wB97M-V def2-TZVPD RIJCOSX def2/J DEFGRID3
* xyz 0 1
C -0.11957 1.43728 -0.84547
C 0.98800 -0.61630 -0.16348
C -0.71845 -1.13581 1.29780
O 0.65065 0.76050 0.12285
N 2.03649 -1.17938 0.27661
N -1.87075 -1.20829 1.28802
H 2.22395 -0.97441 1.25602
H -2.86545 -1.05086 1.21243
H 0.65036 -0.91202 -1.16296
H 0.34647 1.35932 -1.83286
H -1.13858 1.03594 -0.90726
H -0.18312 2.48403 -0.54170
*
```

Gap between HOMO and LUMO: 0.36990 Ha
HOMO: -0.341 Ha
Strongest force on any atom: 4.22 eV/A
Relative energy (zero: lowest compared OMol25 entry of this formula, charge and spin): 95.0 kcal per mole

***

Entry 5:
DFT (the ωB97M-V functional and the def2-TZVPD basis) results for a gas-phase ion, C5H13N2S (charge +1) in a non-equilibrium geometry.

Structure (ORCA input):
```
! wB97M-V def2-TZVPD RIJCOSX def2/J DEFGRID3
* xyz 1 1
C -0.70335 -1.69171 -0.67454
C 0.18350 -1.89982 -1.94925
C -0.28254 -0.23601 -0.66243
C -0.47492 2.11492 2.21113
C -0.13268 1.80483 0.73874
N -0.00884 0.33313 0.61507
N 0.91261 -0.59828 -1.67553
S 1.45512 -0.43232 1.36624
H -1.81875 -1.74106 -0.65889
H -0.35793 -2.31201 0.21062
H 0.87611 -2.68829 -2.01491
H -0.48191 -1.94975 -2.90696
H -1.06122 0.47194 -1.09701
H -0.59951 1.18023 2.76615
H 0.44468 2.68677 2.63898
H -1.30814 2.74945 2.33056
H -0.93983 1.98586 0.07589
H 0.82695 2.26728 0.39353
H 1.72579 -0.61058 -1.12687
H 0.91876 0.06987 -2.43790
H 0.82610 -1.50444 1.85738
*
```

Gap between HOMO and LUMO: 0.37493 Ha
HOMO: -0.488 Ha
Strongest force on any atom: 4.05 eV/A
SMILES: CCN(S)[C@@H]1CC[NH2+]1
Relative energy (zero: lowest compared OMol25 entry of this formula, charge and spin): 50.0 kcal per mole

***

Entry 6:
DFT (the ωB97M-V functional and the def2-TZVPD basis) results for a molecular structure, C7H10I2N2 in a non-equilibrium geometry.

Structure (ORCA input):
```
! wB97M-V def2-TZVPD RIJCOSX def2/J DEFGRID3
* xyz 0 3
C -3.16144 -0.65951 -0.37201
C -0.75212 -0.55411 -0.08762
C 0.34113 0.14588 0.55949
C -2.05107 -0.00707 -0.24545
C 2.40717 0.47080 1.66804
C 1.37518 -0.46048 1.13756
C 2.09400 -1.12172 -2.06699
N -2.77577 1.95655 0.60183
N -2.00529 1.41205 -0.14993
I 3.27096 0.49626 -2.64580
I 0.06570 -0.99662 -2.66209
H -4.12146 -0.27110 -0.36395
H -3.20499 -1.64430 -0.89592
H -0.62916 -1.65227 -0.09953
H 0.13086 1.26286 0.53886
H 3.19822 -0.16156 2.12774
H 1.94280 1.28469 2.37094
H 2.80621 1.08362 0.81502
H 1.39170 -1.54185 1.45568
H 2.49101 -2.07104 -2.21961
H -2.81362 3.02892 0.53375
*
```

Gap between HOMO and LUMO (alpha / beta): 0.23746 / 0.27172 Ha
HOMO (alpha / beta): -0.241 / -0.325 Ha
Strongest force on any atom: 4.54 eV/A
Relative energy (zero: lowest compared OMol25 entry of this formula, charge and spin): 0.0 kcal per mole